# 1
{
  "formula": "C4H9BO2",
  "method": "the ωB97M-V functional and the def2-TZVPD basis",
  "symbols": ["B", "C", "C", "C", "C", "O", "O", "H", "H", "H", "H", "H", "H", "H", "H", "H"],
  "xyz": [[-2.0003, 0.4087, -0.6182], [1.5577, -0.2039, 1.4445], [0.2903, -0.3994, 1.5557], [2.5671, -0.0629, 0.4043], [-0.8448, -0.5760, -1.0423], [-3.3815, 0.2079, -0.5461], [-1.5171, 1.6411, -0.3462], [1.9852, -0.0507, 2.4828], [2.3089, 0.1916, -0.6098], [3.2003, -0.9287, 0.5039], [3.0524, 0.8293, 0.7209], [-0.3021, -1.1376, -0.2155], [-1.1125, -1.5394, -1.5849], [-0.0646, 0.0800, -1.5352], [-3.5944, -0.6474, -0.7011], [-2.1445, 2.1874, 0.0870]],
  "forces_ev_per_a": [[-0.300, -0.450, 0.116], [-0.577, 0.101, 1.138], [-0.390, -0.047, 0.748], [0.626, 0.446, -0.157], [0.880, -1.831, -0.298], [2.228, 3.879, 0.713], [0.748, -0.054, -0.207], [-0.840, -0.314, -0.711], [-0.774, -0.641, -0.306], [0.653, -0.074, -0.479], [1.322, 0.567, 0.133], [-0.678, 1.173, -0.298], [0.135, 1.543, -0.261], [-0.841, -1.139, 0.125], [-1.218, -4.120, -0.746], [-0.972, 0.962, 0.491]],
  "mulliken_charge": [0.66, 0.14, -0.49, -0.99, -0.86, -0.55, -0.46, 0.33, 0.32, 0.27, 0.31, 0.29, 0.29, 0.20, 0.27, 0.28],
  "de_lowest_kj_mol": 390.19,
  "fmax_ev_per_a": 4.5,
  "e_tot_ev": -9063.526,
  "charge": 0
}

=====

# 2
{
  "formula": "C4H9BO2",
  "method": "the ωB97M-V functional and the def2-TZVPD basis",
  "symbols": ["B", "C", "C", "C", "C", "O", "O", "H", "H", "H", "H", "H", "H", "H", "H", "H"],
  "xyz": [[0.3021, 0.2497, -2.2394], [-0.8457, 0.0779, 0.3413], [-1.3968, -0.7952, -0.7789], [0.6959, -0.0700, 0.3935], [1.2090, 0.5554, 1.7426], [-0.7932, -0.3724, -2.0225], [1.3704, 0.6187, -0.6478], [0.9503, 0.3583, -3.1557], [-1.5532, 1.0440, 0.1882], [-1.1728, -0.3537, 1.3057], [-1.1379, -1.8974, -0.6282], [-2.4564, -0.6573, -0.9352], [0.8793, -1.1106, 0.1699], [1.7566, 1.5043, 1.5771], [1.8033, -0.0471, 2.3029], [0.3890, 0.8955, 2.3864]],
  "forces_ev_per_a": [[3.248, 0.375, 4.725], [-2.513, -0.005, -0.082], [0.899, -0.932, 0.580], [0.024, 3.225, -0.059], [-1.744, 1.906, -1.676], [-1.225, -0.656, -0.393], [-2.769, -0.708, -3.640], [0.537, 0.640, -1.329], [2.759, -1.247, 0.673], [-0.252, 0.112, -0.415], [-0.413, 1.412, -0.394], [-0.259, -0.237, 0.085], [0.140, -0.785, 1.013], [-0.105, -0.688, -0.497], [1.838, -2.001, 1.541], [-0.164, -0.411, -0.133]],
  "mulliken_charge": [0.57, -0.74, -0.39, 0.57, -1.34, -0.40, -0.71, -0.07, 0.21, 0.37, 0.27, 0.31, 0.31, 0.34, 0.33, 0.36],
  "de_lowest_kj_mol": 349.08,
  "fmax_ev_per_a": 5.7,
  "e_tot_ev": -9063.952,
  "charge": 0
}

=====

# 3
{
  "formula": "C4H9BrO2",
  "method": "the ωB97M-V functional and the def2-TZVPD basis",
  "symbols": ["C", "C", "C", "C", "O", "O", "Br", "H", "H", "H", "H", "H", "H", "H", "H", "H"],
  "xyz": [[0.4895, 0.7199, 1.0621], [0.6899, -1.5049, 0.0451], [0.2072, 0.5603, -1.4961], [0.0644, -0.1369, -0.1419], [-1.3244, -0.5674, 0.1016], [-2.3166, 0.4779, 0.0627], [-2.7388, 1.1108, 1.6931], [0.0822, 1.6490, 0.8307], [0.2250, 0.1605, 1.9973], [1.6166, 0.9967, 1.1915], [1.4046, -1.7630, -0.7529], [-0.1632, -2.1466, 0.0208], [1.2394, -1.6732, 0.9368], [-0.8484, 0.8599, -1.6445], [0.9594, 1.3372, -1.5857], [0.4134, -0.0799, -2.3206]],
  "forces_ev_per_a": [[2.286, -0.923, 0.247], [0.630, -0.268, -1.891], [-1.576, -0.235, 0.531], [1.511, -0.079, 1.469], [-0.729, 0.589, 0.014], [0.959, -0.414, -1.010], [-0.167, 0.121, 0.721], [-1.291, 1.883, 0.833], [-0.232, 1.099, -0.770], [-1.649, -1.067, -0.813], [-0.507, 0.073, -0.021], [-0.124, -1.217, -0.130], [0.173, 0.259, 1.120], [0.815, 0.860, -0.417], [-0.277, 0.411, 0.551], [0.177, -1.091, -0.432]],
  "mulliken_charge": [-2.00, -1.50, -1.50, 2.02, -0.29, -0.27, 0.07, 0.58, 0.44, 0.31, 0.34, 0.37, 0.35, 0.34, 0.33, 0.42],
  "de_lowest_kj_mol": 490.53,
  "smiles": "CC(C)(C)OOBr",
  "fmax_ev_per_a": 2.5,
  "e_tot_ev": -78426.590,
  "charge": 0
}

=====

# 4
{
  "formula": "C4H9Cl2N",
  "method": "the ωB97M-V functional and the def2-TZVPD basis",
  "symbols": ["C", "C", "C", "C", "N", "Cl", "Cl", "H", "H", "H", "H", "H", "H", "H", "H", "H"],
  "xyz": [[0.0289, -0.6137, 1.5589], [1.2420, -0.6962, -0.6614], [-1.1378, 0.7914, -0.7290], [-0.1145, -0.8082, 0.0190], [-0.2292, 1.8479, -0.7958], [-2.5488, 1.0734, 0.2955], [-1.0342, -2.1563, -0.4129], [0.1486, -1.6093, 2.0248], [-0.8796, -0.0462, 1.7372], [1.0079, -0.0745, 1.7058], [1.8178, -1.7321, -0.5293], [1.8634, 0.1570, -0.2637], [1.0018, -0.6460, -1.7521], [-1.5573, 0.5304, -1.6770], [-0.3069, 2.4951, 0.0102], [0.6980, 1.4872, -0.5303]],
  "forces_ev_per_a": [[0.846, -0.190, -1.985], [0.342, -2.305, -0.880], [1.164, -3.014, 1.943], [0.250, 4.012, 0.237], [1.683, 1.604, 1.631], [0.039, 0.116, 0.169], [-0.809, -1.377, -0.517], [-0.546, 0.636, 0.058], [0.154, -0.092, 1.388], [-1.344, -0.145, 0.244], [-0.970, 2.303, -0.033], [-0.575, -1.081, -0.616], [0.822, 0.300, 0.652], [0.107, -0.608, -0.599], [-0.800, -0.213, -0.774], [-0.362, 0.053, -0.917]],
  "mulliken_charge": [-0.96, -1.46, -0.20, 0.64, -0.54, -0.18, -0.18, 0.37, 0.29, 0.20, 0.34, 0.41, 0.34, 0.39, 0.30, 0.24],
  "de_lowest_kj_mol": 130.75,
  "fmax_ev_per_a": 4.0,
  "e_tot_ev": -30827.127,
  "charge": 0
}

=====

# 5
{
  "formula": "C4H9ClN3O",
  "method": "the ωB97M-V functional and the def2-TZVPD basis",
  "symbols": ["C", "C", "C", "C", "N", "N", "N", "O", "Cl", "H", "H", "H", "H", "H", "H", "H", "H", "H"],
  "xyz": [[-0.9742, -0.1886, 0.0696], [1.2128, 0.6615, 0.3438], [2.5743, 0.5393, -0.2835], [-1.8595, 0.9687, 0.2732], [0.3259, -0.1065, -0.1008], [-1.5306, -1.3124, -0.1981], [-0.7632, -2.3519, -0.5414], [1.2595, 1.3947, 1.3909], [-3.6014, 0.4132, 0.3664], [3.1645, 1.4178, 0.0854], [2.4352, 0.5833, -1.4182], [3.1196, -0.3035, 0.0002], [-1.7815, 1.4264, -0.7627], [-1.6896, 1.6236, 1.0906], [-2.5287, -1.3083, -0.0149], [-0.0634, -1.9618, -1.1562], [-1.3863, -3.2443, -0.8343], [2.0867, 1.7487, 1.6900]],
  "forces_ev_per_a": [[-0.617, 0.208, 1.088], [4.641, -0.931, -0.609], [-0.540, 2.958, -2.090], [-1.736, -0.067, -2.542], [-0.690, -0.146, -0.834], [-0.688, 0.926, 0.879], [-1.694, -4.320, -0.623], [-3.585, 0.736, 2.076], [0.530, 0.693, 0.227], [-0.214, -0.649, -0.846], [0.561, -0.128, 1.585], [0.466, -1.703, 0.418], [-0.232, 0.388, 1.483], [0.488, 0.478, 0.520], [-0.273, -0.811, -0.310], [0.361, -0.829, -0.564], [2.280, 3.062, 0.447], [0.941, 0.135, -0.304]],
  "mulliken_charge": [0.59, 0.67, -1.25, -0.40, -0.39, 0.31, -0.75, -0.45, -0.22, 0.41, 0.30, 0.32, 0.31, 0.40, 0.19, 0.24, 0.32, 0.39],
  "de_lowest_kj_mol": 0.00,
  "smiles": "C/C(O)=N/C(CCl)=[NH+]\\N",
  "fmax_ev_per_a": 4.8,
  "e_tot_ev": -23325.745,
  "charge": 1
}

=====

# 6
{
  "formula": "C4H9ClNOP",
  "method": "the ωB97M-V functional and the def2-TZVPD basis",
  "symbols": ["C", "C", "C", "C", "N", "O", "P", "Cl", "H", "H", "H", "H", "H", "H", "H", "H", "H"],
  "xyz": [[-3.3358, 0.0553, 0.4130], [-2.1540, 0.5810, 0.3967], [1.3908, -1.1160, -0.6902], [1.2136, 1.1581, 0.0494], [0.5384, -0.0753, -0.2183], [-1.1261, -1.9587, 0.4587], [-0.7905, -0.5767, 0.6036], [4.6676, 0.0391, -0.1447], [-4.1069, 0.8444, 0.5194], [-3.4994, -0.9666, 0.0803], [-1.9243, 1.6300, 0.6927], [1.8322, -0.8570, -1.5685], [2.2837, -1.2985, 0.0871], [0.9255, -1.9848, -1.0379], [2.3255, 1.0239, 0.3109], [1.2918, 1.8989, -0.6796], [0.4679, 1.6030, 0.7274]],
  "forces_ev_per_a": [[-2.422, 0.771, -1.002], [3.466, 1.351, 1.753], [2.011, -0.699, 2.692], [-0.107, 0.294, 2.100], [0.294, -0.830, -0.560], [-0.708, -2.749, -0.018], [0.391, 2.508, -0.859], [-0.568, 0.010, 0.105], [-0.193, -1.222, -0.171], [-0.338, 0.089, 0.658], [-0.419, -0.813, -0.483], [1.814, 1.695, -2.287], [-1.605, 0.220, -1.588], [-1.316, -1.579, 0.620], [-1.393, -0.233, 0.606], [-0.240, 0.552, -2.351], [1.334, 0.636, 0.786]],
  "mulliken_charge": [-0.53, -0.14, -1.03, -0.53, 0.19, -0.55, 0.57, -0.51, 0.24, 0.32, 0.22, 0.45, 0.28, 0.38, 0.11, 0.26, 0.26],
  "de_lowest_kj_mol": 423.15,
  "fmax_ev_per_a": 4.1,
  "e_tot_ev": -29638.661,
  "charge": 0
}